C11H40O9 | ωB97M-V/def2-TZVPD

XYZ file:
```
60
Properties=species:S:1:pos:R:3:nbo_charge:R:1
C 4.04 2.15 -1.76 -0.631
C 3.31 0.78 -1.44 -0.049
O 2.47 0.88 -0.32 -0.776
H 3.23 2.82 -1.89 0.210
H 4.58 2.04 -2.69 0.210
H 4.67 2.50 -0.89 0.211
H 4.07 0.01 -1.16 0.148
H 2.61 0.37 -2.28 0.152
H 1.82 0.18 -0.37 0.493
C 0.14 -1.49 3.38 -0.642
C 0.31 -0.55 4.66 -0.063
O -0.29 0.71 4.29 -0.757
H 0.68 -1.20 2.53 0.220
H -0.87 -1.67 3.07 0.211
H 0.38 -2.51 3.67 0.226
H 1.35 -0.34 4.93 0.166
H -0.23 -0.86 5.60 0.176
H 0.26 1.43 4.64 0.476
C -0.53 -0.31 -1.67 -0.263
O 0.29 -0.58 -0.61 -0.782
H -1.47 0.27 -1.43 0.187
H -0.79 -1.27 -2.12 0.181
H 0.07 0.47 -2.23 0.163
H 0.08 -0.08 0.15 0.505
C 0.15 3.56 -0.96 -0.234
O 1.12 4.56 -0.59 -0.731
H -0.42 4.07 -1.73 0.166
H -0.46 3.37 -0.20 0.162
H 0.68 2.63 -1.36 0.169
H 1.71 4.11 0.07 0.465
C 2.67 -2.43 0.95 -0.254
O 2.42 -3.19 2.16 -0.721
H 3.74 -2.33 0.85 0.169
H 2.25 -1.44 1.07 0.166
H 2.15 -2.96 0.15 0.189
H 2.83 -2.57 2.81 0.453
C -1.65 1.30 1.29 -0.257
O -0.33 0.89 1.43 -0.766
H -2.34 0.53 1.70 0.174
H -1.97 1.49 0.25 0.187
H -1.82 2.14 1.89 0.172
H -0.15 1.06 2.36 0.510
C -0.67 -3.45 0.20 -0.226
O -1.97 -3.75 0.25 -0.722
H -0.06 -4.27 0.44 0.158
H -0.66 -2.57 0.87 0.164
H -0.38 -3.18 -0.78 0.164
H -2.30 -3.61 1.13 0.465
C -3.61 -1.10 -1.07 -0.242
O -4.44 -0.63 -0.08 -0.734
H -2.71 -1.53 -0.70 0.192
H -3.46 -0.10 -1.59 0.155
H -4.11 -1.73 -1.84 0.162
H -5.35 -0.53 -0.42 0.469
C -1.84 1.02 -4.26 -0.263
O -2.11 2.01 -3.30 -0.716
H -2.30 1.22 -5.20 0.169
H -2.47 0.16 -3.97 0.175
H -0.80 0.73 -4.30 0.173
H -1.52 2.75 -3.58 0.464
```

Values from the calculation:
E_tot	-30477.041	eV
M	316.4	g/mol
orbital gap	0.3640	Ha
max |F|	0.090	Eh/bohr
ΔE to the lowest compared entry with this formula, charge and spin	564.2	kJ/mol
structure (SMILES)	CCO.CCO.CO.CO.CO.CO.CO.CO.CO
LUMO	0.41	eV
E_HOMO	-0.349	hartree

C64H161N11O21 | ωB97M-V/def2-TZVPD

XYZ file:
```
257
Properties=species:S:1:pos:R:3:mulliken_charge:R:1
C 5.55 0.52 -4.52 -0.726
O 5.41 -0.78 -5.08 -0.298
C 5.44 -1.86 -4.19 -0.644
C 5.37 -3.15 -5.02 -0.630
N 6.68 -3.35 -5.65 -0.240
C 6.75 -4.68 -6.19 -0.488
C 8.07 -4.83 -7.03 -0.680
O 8.14 -6.17 -7.44 -0.271
C 9.30 -6.49 -8.25 -0.741
H 5.59 1.32 -5.26 0.243
H 6.47 0.54 -3.95 0.301
H 4.73 0.72 -3.84 0.288
H 4.61 -1.81 -3.48 0.419
H 6.31 -1.83 -3.54 0.342
H 4.49 -3.23 -5.66 0.381
H 5.23 -3.93 -4.28 0.363
H 6.95 -2.70 -6.37 0.219
H 5.97 -4.77 -6.95 0.259
H 6.76 -5.50 -5.47 0.294
H 8.92 -4.46 -6.45 0.419
H 8.08 -4.12 -7.86 0.343
H 9.17 -7.47 -8.71 0.235
H 10.19 -6.41 -7.63 0.309
H 9.47 -5.75 -9.02 0.304
C 0.19 2.63 2.20 -0.787
O -0.97 1.88 2.39 -0.288
C -2.10 2.42 1.68 -0.618
C -1.99 2.15 0.19 -0.525
N -2.16 0.70 0.01 -0.340
C -2.03 0.22 -1.39 -0.674
C -1.97 -1.29 -1.40 -0.617
O -0.72 -1.67 -0.90 -0.293
C -0.42 -3.06 -0.77 -0.678
H 0.14 3.65 2.60 0.309
H 0.49 2.72 1.16 0.283
H 1.06 2.07 2.54 0.290
H -2.23 3.48 1.94 0.404
H -2.98 1.94 2.11 0.266
H -1.09 2.55 -0.28 0.324
H -2.77 2.73 -0.29 0.347
H -1.52 0.22 0.62 0.293
H -1.18 0.67 -1.90 0.348
H -2.79 0.60 -2.08 0.389
H -2.04 -1.64 -2.43 0.455
H -2.80 -1.72 -0.82 0.349
H -1.10 -3.35 0.03 0.296
H 0.63 -3.15 -0.48 0.207
H -0.62 -3.50 -1.74 0.260
C -6.11 -7.64 -3.23 -0.648
O -6.40 -7.54 -4.61 -0.364
C -6.44 -8.84 -5.28 -0.569
C -4.95 -9.28 -5.48 -0.659
N -4.29 -8.30 -6.32 -0.407
C -2.82 -8.36 -6.18 -0.648
C -2.13 -7.25 -7.00 -0.657
O -2.75 -5.95 -6.64 -0.280
C -2.78 -5.05 -7.75 -0.764
H -6.29 -6.71 -2.69 0.261
H -5.03 -7.80 -3.14 0.244
H -6.70 -8.38 -2.70 0.285
H -6.90 -8.75 -6.26 0.321
H -6.94 -9.68 -4.80 0.381
H -4.97 -10.26 -5.97 0.386
H -4.41 -9.42 -4.54 0.382
H -4.53 -7.40 -5.93 0.340
H -2.49 -9.39 -6.32 0.452
H -2.61 -8.12 -5.14 0.327
H -2.22 -7.53 -8.05 0.371
H -1.06 -7.22 -6.77 0.384
H -3.46 -5.37 -8.54 0.322
H -1.79 -4.83 -8.14 0.303
H -3.21 -4.11 -7.38 0.238
C 13.65 2.59 11.44 -0.706
O 12.30 2.68 10.96 -0.305
C 12.14 2.71 9.54 -0.625
C 10.66 2.92 9.09 -0.674
N 9.66 1.98 9.58 -0.395
C 8.35 2.51 9.10 -0.541
C 7.15 1.61 9.61 -0.544
O 6.12 1.98 8.67 -0.277
C 4.94 1.19 8.91 -0.745
H 13.67 2.60 12.53 0.241
H 14.28 3.32 10.93 0.290
H 14.10 1.64 11.16 0.297
H 12.45 1.70 9.27 0.349
H 12.76 3.47 9.05 0.376
H 10.61 3.09 8.01 0.459
H 10.43 3.94 9.40 0.383
H 9.62 2.01 10.59 0.242
H 8.48 2.41 8.02 0.333
H 8.19 3.55 9.38 0.265
H 6.88 1.75 10.65 0.344
H 7.48 0.57 9.54 0.390
H 5.16 0.13 9.06 0.313
H 4.32 1.26 8.01 0.246
H 4.37 1.53 9.77 0.283
C -9.64 0.95 -0.88 -0.753
O -10.82 1.34 -1.53 -0.275
C -11.49 0.48 -2.38 -0.453
C -12.55 1.42 -2.96 -0.604
N -13.34 0.79 -3.96 -0.334
C -12.66 0.26 -5.10 -0.467
C -13.65 -0.25 -6.20 -0.690
O -13.91 0.88 -7.07 -0.315
C -14.78 0.51 -8.08 -0.810
H -8.88 0.70 -1.61 0.298
H -9.68 0.03 -0.30 0.301
H -9.30 1.74 -0.21 0.250
H -11.90 -0.37 -1.84 0.308
H -10.79 0.17 -3.15 0.336
H -12.01 2.25 -3.43 0.305
H -13.21 1.79 -2.17 0.328
H -14.01 1.47 -4.28 0.238
H -11.98 -0.54 -4.82 0.359
H -12.07 0.99 -5.66 0.302
H -14.63 -0.55 -5.81 0.376
H -13.22 -1.02 -6.83 0.397
H -14.59 1.08 -8.99 0.271
H -15.79 0.67 -7.68 0.298
H -14.77 -0.49 -8.51 0.336
C 2.91 -4.08 5.69 -0.727
O 1.68 -4.01 6.46 -0.344
C 0.52 -3.94 5.61 -0.694
C -0.76 -3.96 6.52 -0.509
N -0.70 -5.19 7.33 -0.423
C -1.45 -4.82 8.53 -0.459
C -1.23 -5.85 9.63 -0.573
O -2.00 -5.47 10.78 -0.296
C -1.82 -6.33 11.88 -0.716
H 3.76 -4.00 6.37 0.242
H 2.93 -3.28 4.95 0.291
H 3.04 -5.00 5.11 0.304
H 0.45 -4.69 4.83 0.358
H 0.63 -2.98 5.11 0.493
H -1.64 -3.97 5.87 0.336
H -0.66 -3.04 7.10 0.320
H 0.29 -5.35 7.49 0.337
H -2.53 -4.84 8.39 0.225
H -1.18 -3.86 8.97 0.324
H -0.17 -5.91 9.87 0.338
H -1.53 -6.82 9.25 0.352
H -1.79 -7.40 11.66 0.290
H -2.58 -6.13 12.63 0.236
H -0.83 -6.03 12.20 0.297
C -6.98 4.92 -6.20 -0.736
O -5.77 5.14 -6.91 -0.300
C -4.63 4.79 -6.22 -0.595
C -3.38 4.98 -7.06 -0.691
N -3.19 3.81 -7.93 -0.354
C -1.85 3.78 -8.56 -0.601
C -1.80 2.70 -9.70 -0.670
O -2.70 3.09 -10.77 -0.287
C -2.78 2.19 -11.84 -0.745
H -7.12 3.89 -5.88 0.303
H -7.77 5.26 -6.88 0.243
H -7.05 5.55 -5.32 0.298
H -4.69 3.79 -5.80 0.333
H -4.50 5.35 -5.30 0.408
H -2.51 5.02 -6.41 0.429
H -3.37 5.86 -7.70 0.392
H -3.88 3.84 -8.67 0.238
H -1.06 3.49 -7.88 0.359
H -1.57 4.72 -9.05 0.332
H -1.93 1.69 -9.31 0.391
H -0.77 2.71 -10.06 0.407
H -1.80 2.04 -12.30 0.299
H -3.37 2.61 -12.65 0.247
H -3.12 1.21 -11.51 0.301
C -5.21 10.70 -0.99 -0.708
O -4.77 9.39 -1.07 -0.385
C -3.43 9.19 -0.70 -0.515
C -2.44 9.70 -1.79 -0.634
N -1.05 9.15 -1.76 -0.316
C -0.21 9.62 -0.71 -0.504
C 1.19 9.07 -0.70 -0.618
O 1.90 9.35 -1.93 -0.329
C 3.19 8.77 -2.03 -0.692
H -4.75 11.29 -1.78 0.294
H -4.91 11.13 -0.04 0.329
H -6.29 10.65 -1.13 0.227
H -3.29 8.11 -0.64 0.308
H -3.25 9.59 0.29 0.361
H -2.36 10.78 -1.64 0.326
H -2.83 9.63 -2.80 0.440
H -0.67 9.19 -2.70 0.239
H -0.70 9.39 0.24 0.306
H -0.15 10.71 -0.75 0.338
H 1.04 7.99 -0.66 0.334
H 1.81 9.40 0.13 0.400
H 3.72 8.95 -1.09 0.277
H 3.79 9.22 -2.82 0.233
H 3.02 7.73 -2.27 0.288
C 7.43 3.17 1.92 -0.663
O 7.30 4.45 1.37 -0.370
C 8.14 5.46 1.92 -0.505
C 9.60 5.36 1.39 -0.464
N 10.47 6.34 2.01 -0.284
C 10.33 7.72 1.60 -0.725
C 10.71 7.97 0.12 -0.563
O 11.97 7.59 -0.24 -0.367
C 13.08 8.21 0.52 -0.718
H 7.40 3.22 3.00 0.290
H 8.33 2.68 1.56 0.270
H 6.56 2.58 1.64 0.250
H 8.13 5.43 3.01 0.338
H 7.73 6.46 1.78 0.268
H 9.57 5.38 0.30 0.224
H 10.01 4.38 1.63 0.424
H 11.42 6.00 1.93 0.272
H 10.97 8.26 2.29 0.369
H 9.31 8.09 1.73 0.307
H 10.58 9.03 -0.10 0.414
H 9.99 7.49 -0.55 0.361
H 13.03 9.28 0.34 0.321
H 14.02 7.82 0.11 0.262
H 13.18 8.02 1.59 0.289
C -3.22 2.35 10.59 -0.794
O -4.06 1.35 9.95 -0.302
C -4.50 1.85 8.72 -0.611
C -5.35 0.88 7.99 -0.539
N -6.57 0.66 8.75 -0.313
C -7.65 0.07 7.95 -1.096
C -7.46 -1.33 7.33 -0.289
O -6.45 -1.37 6.31 -0.250
C -6.50 -2.37 5.33 -0.819
H -3.77 3.28 10.75 0.321
H -2.29 2.58 10.06 0.309
H -2.98 2.07 11.61 0.278
H -3.59 1.97 8.14 0.370
H -5.04 2.78 8.87 0.337
H -4.81 -0.06 7.85 0.305
H -5.55 1.20 6.97 0.433
H -6.35 -0.10 9.38 0.226
H -8.00 0.82 7.25 0.418
H -8.47 0.05 8.67 0.418
H -8.45 -1.58 6.95 0.405
H -7.15 -1.99 8.14 0.313
H -6.72 -3.37 5.69 0.322
H -5.54 -2.41 4.81 0.252
H -7.22 -2.18 4.54 0.304
C 4.02 -9.29 -1.31 -1.481
C 2.93 -10.30 -1.29 0.762
C 2.98 -11.15 -2.55 -0.909
O 2.77 -10.31 -3.70 -0.299
C 3.90 -10.25 -4.54 -0.770
N 2.99 -10.94 0.01 -0.731
H 4.07 -8.68 -2.21 0.368
H 5.03 -9.68 -1.19 0.327
H 3.82 -8.54 -0.54 0.359
H 2.04 -9.70 -1.46 0.142
H 2.19 -11.90 -2.61 0.371
H 3.85 -11.80 -2.52 0.424
H 4.83 -9.97 -4.06 0.327
H 3.63 -9.50 -5.29 0.220
H 3.86 -11.20 -5.07 0.345
H 2.29 -11.66 0.12 0.257
H 2.63 -10.20 0.59 0.289
```

Values from the calculation:
E_tot	-128347.343	eV
M	1421.0	g/mol
orbital gap	0.3238	Ha
max |F|	0.060	Eh/bohr
ΔE to the lowest compared entry with this formula, charge and spin	326.4	kJ/mol
structure (SMILES)	COC[C@H](C)N.COCCNCCOC.COCCNCCOC.COCCNCCOC.COCCNCCOC.COCCNCCOC.COCCNCCOC.COCCNCCOC.COCCNCCOC.COCCNCCOC.COCCNCCOC
LUMO	0.27	eV
E_HOMO	-0.314	hartree

C45H35CsF5N13O2S2 | ωB97M-V/def2-TZVPD

XYZ file:
```
103
Properties=species:S:1:pos:R:3:mulliken_charge:R:1
Cs -0.11 0.11 -0.45 0.466
C -1.10 5.56 2.76 -0.688
C -1.97 4.48 2.68 -0.246
C -1.51 3.16 2.80 -0.494
C -0.13 2.86 3.02 0.309
C 0.76 4.02 3.09 -0.187
C 0.27 5.29 2.93 -0.732
N 0.35 1.60 3.12 -0.183
C 1.43 1.38 3.89 0.048
C 1.80 2.13 5.05 -0.588
C 2.87 1.74 5.87 -0.697
C 3.66 0.60 5.56 -0.791
C 3.32 -0.11 4.43 -0.185
C 2.24 0.25 3.62 0.642
N 1.88 -0.53 2.52 0.063
N 2.95 -1.11 2.04 -0.743
C 2.77 -2.27 1.32 0.274
C 4.00 -2.80 0.73 -0.717
C 4.00 -4.14 0.40 -0.366
C 2.82 -4.91 0.60 -0.724
C 1.67 -4.26 1.11 -0.255
N 1.63 -2.97 1.41 0.139
H -1.48 6.56 2.67 0.361
H -3.05 4.62 2.57 0.315
H -2.21 2.33 2.75 0.259
H 1.83 3.84 3.14 0.498
H 0.95 6.13 2.93 0.339
H 1.19 3.03 5.24 0.507
H 3.13 2.27 6.78 0.339
H 4.48 0.26 6.18 0.372
H 3.94 -0.94 4.06 0.331
H 4.86 -2.13 0.69 0.415
H 4.89 -4.63 0.04 0.415
H 2.81 -5.97 0.36 0.358
H 0.72 -4.79 1.25 0.357
O -0.84 4.43 -3.50 -0.890
C -0.89 3.73 -2.47 -0.129
N 0.18 3.17 -1.87 -0.118
C 1.41 3.34 -2.54 -0.737
C 2.67 2.90 -1.83 0.319
C 3.96 3.42 -2.23 -0.807
C 5.09 3.08 -1.51 -0.358
C 5.01 2.18 -0.43 -0.789
C 3.74 1.64 -0.18 -0.188
N 2.66 1.98 -0.91 0.334
C -2.16 3.56 -1.79 0.334
C -3.29 4.15 -2.43 -0.316
C -4.53 4.16 -1.80 -0.575
C -4.65 3.52 -0.56 -0.889
C -3.52 2.94 -0.01 -0.299
N -2.29 2.97 -0.57 0.516
H 1.52 4.42 -2.78 0.284
H 1.41 2.90 -3.54 0.257
H 4.06 4.15 -3.01 0.430
H 6.05 3.52 -1.73 0.394
H 5.84 1.88 0.24 0.362
H 3.54 0.94 0.63 0.386
H -3.11 4.51 -3.44 0.447
H -5.39 4.58 -2.28 0.393
H -5.59 3.39 -0.04 0.435
H -3.57 2.38 0.91 0.377
N -3.36 0.68 -3.18 -0.290
C -3.88 0.15 -2.08 0.384
N -3.19 -0.08 -0.96 0.356
C -4.02 -0.56 0.06 -0.136
C -5.31 -0.74 -0.35 -0.267
S -5.60 -0.36 -1.98 -0.405
C -3.57 -0.91 1.39 -0.741
C -4.32 -0.88 2.54 -0.201
S -3.41 -1.31 3.96 -0.330
C -2.01 -1.42 2.86 0.234
N -2.24 -1.18 1.61 0.306
N -0.78 -1.65 3.35 -0.036
H -2.37 0.96 -3.16 0.129
H -3.81 0.61 -4.11 0.201
H -6.12 -1.14 0.25 0.419
H -5.34 -0.62 2.68 0.418
H -0.68 -1.80 4.36 0.226
H 0.09 -1.39 2.86 0.174
C -2.70 -4.72 -0.02 -0.504
C -2.76 -4.68 -1.47 0.318
N -3.37 -3.68 -2.14 -0.313
C -3.17 -3.91 -3.42 -0.308
C -2.46 -5.11 -3.61 -0.603
N -2.15 -5.55 -2.35 0.000
H -1.67 -4.48 0.28 -0.077
H -2.99 -5.71 0.36 0.414
H -3.39 -3.97 0.39 0.038
H -3.52 -3.20 -4.17 0.420
H -2.10 -5.62 -4.48 0.407
H -1.66 -6.42 -2.05 0.238
F 3.15 -5.45 -4.68 -0.380
C 2.75 -4.26 -4.20 0.534
C 3.39 -3.11 -4.71 0.013
F 4.37 -3.30 -5.65 -0.341
C 3.01 -1.86 -4.29 0.337
F 3.49 -0.75 -4.93 -0.344
C 2.05 -1.64 -3.23 -0.149
O 1.63 -0.49 -2.87 -0.541
C 1.54 -2.89 -2.68 0.653
F 0.53 -2.79 -1.77 0.042
C 1.82 -4.14 -3.17 -0.265
F 1.18 -5.20 -2.68 -0.418
```

Values from the calculation:
E_tot	-106505.082	eV
M	1081.9	g/mol
orbital gap (spin up / spin down)	0.1886 / 0.1887	Ha
max |F|	0.081	Eh/bohr
ΔE to the lowest compared entry with this formula, charge and spin	0.0	kJ/mol
total charge	-2
LUMO (spin up / spin down)	3.42 / 3.42	eV
E_HOMO (spin up / spin down)	-0.063 / -0.063	hartree

C7H16Cl2N2O2PPdS | ωB97M-V/def2-TZVPD

XYZ file:
```
32
Properties=species:S:1:pos:R:3:nbo_charge:R:1
C 0.55 -2.90 -0.51 -0.772
C -0.34 -1.77 -0.28 0.630
H -0.01 -3.69 -1.03 0.329
H 0.93 -3.28 0.44 0.309
H 1.41 -2.57 -1.11 0.293
O -1.55 -1.75 -0.36 -0.359
Cl 2.42 -0.54 -0.58 -0.010
Pd 0.19 0.30 0.59 0.545
P 0.16 0.76 -1.76 1.154
C -1.50 1.30 -2.30 -0.973
C 1.18 2.23 -2.12 -0.949
H 1.58 -0.80 -2.94 0.265
H 0.50 0.10 -4.06 0.310
H -0.14 -1.26 -3.09 0.267
C 0.56 -0.42 -3.10 -0.961
H 2.19 2.04 -1.73 0.277
H 1.21 2.41 -3.20 0.304
H -1.46 1.57 -3.36 0.311
H -1.81 2.16 -1.70 0.269
H 0.75 3.09 -1.59 0.273
H -2.21 0.48 -2.15 0.270
C -1.75 0.60 0.78 0.510
O -2.86 0.85 0.88 -0.306
Cl 0.30 2.62 1.22 -0.056
N -0.14 0.95 3.84 -0.696
C 0.13 -0.36 3.77 0.275
N -0.15 -1.11 4.85 -0.653
S 0.87 -1.13 2.43 0.357
H -0.41 1.35 4.73 0.459
H 0.06 1.58 3.04 0.418
H 0.00 -2.10 4.79 0.452
H -0.66 -0.72 5.63 0.456
```

Values from the calculation:
E_tot	-63207.671	eV
M	400.6	g/mol
orbital gap (spin up / spin down)	0.2516 / 0.1716	Ha
max |F|	0.121	Eh/bohr
⟨S²⟩	6.03
multiplicity	5
total charge	+3
LUMO (spin up / spin down)	-12.90 / -15.81	eV
E_HOMO (spin up / spin down)	-0.726 / -0.753	hartree

C15H22CoFN2O3 | ωB97M-V/def2-TZVPD

XYZ file:
```
44
Properties=species:S:1:pos:R:3:nbo_charge:R:1
Co 0.22 1.16 -0.08 0.988
C 2.93 -3.24 1.05 -0.414
N 2.71 -1.83 1.38 -0.384
C 3.75 -1.18 2.17 -0.419
C 1.74 -1.10 0.84 0.661
O 1.64 0.12 1.03 -0.679
C 0.72 -1.80 -0.06 -0.153
O -0.26 -0.87 -0.47 -0.549
C -1.62 -1.17 -0.18 -0.153
C -2.21 -0.07 0.71 0.660
O -1.55 0.96 0.91 -0.678
N -3.42 -0.25 1.23 -0.380
C -4.02 0.80 2.04 -0.420
C -4.28 -1.38 0.91 -0.411
H 3.31 -3.75 1.93 0.227
H 3.66 -3.34 0.24 0.214
H 2.01 -3.72 0.75 0.208
H 3.99 -1.81 3.02 0.215
H 3.38 -0.22 2.52 0.248
H 4.65 -1.02 1.57 0.211
H 0.25 -2.63 0.47 0.208
H 1.22 -2.21 -0.94 0.226
H -1.69 -2.15 0.31 0.208
H -2.18 -1.23 -1.11 0.228
H -3.25 1.48 2.39 0.249
H -4.52 0.34 2.89 0.215
H -4.75 1.36 1.45 0.212
H -3.76 -2.15 0.35 0.208
H -5.14 -1.05 0.32 0.218
H -4.65 -1.83 1.84 0.221
F 1.00 1.32 -5.10 -0.312
C 0.91 1.79 -3.85 0.403
C -0.31 2.25 -3.39 -0.267
C -0.39 2.73 -2.09 -0.208
C 0.75 2.78 -1.26 -0.173
C 0.60 3.06 0.16 -0.543
C 1.96 2.25 -1.76 -0.192
C 2.05 1.77 -3.06 -0.270
H -1.16 2.24 -4.05 0.243
H -1.33 3.11 -1.72 0.233
H -0.28 3.62 0.47 0.212
H 1.49 3.25 0.74 0.214
H 2.84 2.24 -1.12 0.234
H 2.97 1.39 -3.47 0.243
```

Values from the calculation:
E_tot	-65372.983	eV
M	356.3	g/mol
orbital gap (spin up / spin down)	0.3188 / 0.2917	Ha
max |F|	0.013	Eh/bohr
⟨S²⟩	1.06
multiplicity	2
total charge	+1
LUMO (spin up / spin down)	-2.70 / -2.34	eV
E_HOMO (spin up / spin down)	-0.418 / -0.378	hartree